{"formula": "C12H14N2O5", "method": "ωB97M-V/def2-TZVPD", "de_lowest_ev": 0.000, "gap_ev": 8.8, "elements": ["C", "C", "N", "C", "O", "N", "C", "C", "C", "C", "C", "C", "O", "C", "C", "O", "C", "O", "O", "H", "H", "H", "H", "H", "H", "H", "H", "H", "H", "H", "H", "H", "H"], "xyz": [[-2.927, -2.014, -1.047], [-3.233, -0.541, -0.799], [-2.013, 0.177, -0.501], [-2.092, 1.368, 0.142], [-3.157, 1.864, 0.457], [-0.908, 2.022, 0.389], [0.410, 1.578, 0.273], [1.405, 2.498, -0.059], [2.717, 2.095, -0.189], [3.073, 0.767, 0.013], [2.091, -0.148, 0.402], [0.770, 0.259, 0.531], [2.387, -1.457, 0.681], [3.767, -1.690, 0.861], [4.565, -0.995, -0.241], [4.384, 0.401, -0.168], [-4.151, -0.411, 0.421], [-3.838, -0.730, 1.534], [-5.373, -0.013, 0.078], [-2.491, -2.452, -0.152], [-2.230, -2.119, -1.876], [-3.841, -2.548, -1.289], [-3.750, -0.097, -1.661], [-1.143, -0.155, -0.881], [-1.037, 2.977, 0.690], [1.142, 3.532, -0.221], [3.491, 2.795, -0.458], [0.050, -0.463, 0.881], [3.905, -2.771, 0.831], [4.087, -1.302, 1.838], [5.635, -1.175, -0.131], [4.227, -1.366, -1.219], [-5.918, 0.115, 0.870]], "mulliken_charge": [-1.539, 0.385, -0.167, 0.304, -0.691, -0.084, 0.259, -0.772, -0.772, 0.446, 0.673, -0.730, -0.429, -0.464, -0.443, -0.461, 0.359, -0.584, -0.461, 0.369, 0.411, 0.413, 0.211, 0.376, 0.259, 0.395, 0.427, 0.679, 0.343, 0.290, 0.344, 0.287, 0.368]}



{"formula": "C16H13ClN2OS", "method": "ωB97M-V/def2-TZVPD", "de_lowest_ev": 0.219, "gap_ev": 7.8, "elements": ["C", "C", "C", "C", "C", "C", "C", "N", "C", "C", "O", "C", "C", "C", "C", "C", "Cl", "C", "S", "C", "N", "H", "H", "H", "H", "H", "H", "H", "H", "H", "H", "H", "H", "H"], "xyz": [[-3.935, -3.310, 0.496], [-3.155, -2.062, 0.237], [-3.799, -0.869, -0.114], [-3.082, 0.288, -0.353], [-3.794, 1.547, -0.740], [-1.683, 0.214, -0.224], [-0.652, 1.198, -0.388], [-0.829, 2.487, -0.737], [0.624, 0.668, -0.189], [1.823, 1.453, -0.185], [1.807, 2.672, -0.370], [3.109, 0.756, 0.104], [3.980, 1.322, 1.029], [5.187, 0.710, 1.311], [5.550, -0.457, 0.660], [4.689, -0.999, -0.281], [5.143, -2.440, -1.119], [3.471, -0.407, -0.566], [0.584, -1.042, 0.227], [-1.143, -1.046, 0.125], [-1.843, -2.142, 0.348], [-3.253, -4.116, 0.748], [-4.631, -3.155, 1.319], [-4.510, -3.585, -0.386], [-4.876, -0.862, -0.202], [-3.400, 1.939, -1.677], [-3.684, 2.305, 0.037], [-4.856, 1.352, -0.869], [-1.729, 2.920, -0.657], [0.017, 3.051, -0.698], [3.696, 2.238, 1.523], [5.856, 1.145, 2.039], [6.491, -0.938, 0.871], [2.827, -0.835, -1.318]], "mulliken_charge": [-1.218, 0.465, -0.859, 1.701, -2.007, 0.356, -0.390, -0.304, -0.140, 1.315, -0.777, 0.419, -0.637, -0.526, -0.531, 0.238, -0.227, -0.687, -0.192, -0.224, -0.623, 0.341, 0.317, 0.315, 0.372, 0.434, 0.412, 0.336, 0.173, 0.301, 0.423, 0.383, 0.434, 0.607]}



{"formula": "C23H37N2O2P3Tc", "method": "ωB97M-V/def2-TZVPD", "total_charge": 4, "multiplicity": 4, "gap_ev": [7.9, 5.0], "s2": 3.7605, "elements": ["P", "C", "H", "H", "H", "C", "H", "H", "H", "C", "H", "H", "H", "P", "C", "H", "H", "H", "C", "H", "H", "H", "C", "H", "H", "H", "P", "C", "H", "H", "H", "C", "H", "H", "H", "C", "H", "H", "H", "Tc", "C", "O", "C", "O", "C", "C", "C", "C", "C", "C", "H", "H", "H", "H", "H", "H", "N", "C", "C", "C", "C", "N", "C", "C", "H", "H", "H", "H"], "xyz": [[3.314, -1.889, 0.258], [3.800, -1.761, 2.031], [4.849, -2.065, 2.153], [3.148, -2.451, 2.581], [3.643, -0.744, 2.409], [4.511, -3.215, -0.182], [4.611, -3.254, -1.274], [4.089, -4.164, 0.177], [5.483, -3.027, 0.297], [4.238, -0.438, -0.396], [5.321, -0.614, -0.321], [3.952, 0.454, 0.174], [3.959, -0.287, -1.446], [-1.184, 3.873, -0.880], [-1.309, 4.597, 0.780], [-1.553, 5.668, 0.737], [-0.349, 4.454, 1.298], [-2.089, 4.060, 1.341], [-0.072, 4.978, -1.817], [-0.021, 4.641, -2.866], [0.937, 4.907, -1.381], [-0.433, 6.011, -1.767], [-2.812, 4.175, -1.645], [-3.022, 5.251, -1.685], [-3.579, 3.658, -1.049], [-2.813, 3.750, -2.661], [-1.654, -3.407, 0.464], [-2.388, -3.347, 2.155], [-3.323, -3.924, 2.199], [-2.579, -2.299, 2.428], [-1.642, -3.761, 2.845], [-3.191, -3.011, -0.473], [-4.043, -3.603, -0.105], [-3.004, -3.230, -1.533], [-3.398, -1.938, -0.354], [-1.626, -5.232, 0.218], [-2.634, -5.670, 0.286], [-0.966, -5.670, 0.978], [-1.199, -5.425, -0.773], [-0.377, 1.076, -1.348], [1.029, 1.813, -0.151], [1.848, 2.260, 0.545], [-1.949, 0.901, -0.160], [-2.879, 0.802, 0.532], [-1.556, 0.564, -3.013], [-1.031, -0.595, -2.428], [0.351, -0.696, -2.191], [1.195, 0.369, -2.554], [0.663, 1.523, -3.136], [-0.715, 1.625, -3.362], [-2.629, 0.668, -3.152], [-1.690, -1.380, -2.090], [0.756, -1.565, -1.675], [2.253, 0.303, -2.355], [1.310, 2.361, -3.377], [-1.125, 2.529, -3.788], [0.304, -0.866, 7.057], [0.211, -0.626, 5.917], [0.097, -0.321, 4.507], [0.387, -1.293, 3.545], [0.266, -0.945, 2.194], [-0.108, 0.264, 1.783], [-0.387, 1.191, 2.702], [-0.297, 0.946, 4.073], [0.696, -2.295, 3.832], [0.481, -1.691, 1.421], [-0.697, 2.182, 2.349], [-0.532, 1.741, 4.785]], "lowdin_spin": [0.609, 0.085, 0.020, 0.003, 0.000, 0.089, -0.001, 0.001, 0.022, 0.098, 0.022, -0.001, 0.002, 0.043, 0.009, 0.002, 0.000, 0.000, 0.004, 0.000, 0.000, 0.001, 0.005, 0.001, 0.000, 0.000, 0.605, 0.083, 0.021, 0.000, 0.000, 0.089, 0.021, 0.000, 0.000, 0.097, 0.024, -0.001, 0.001, 0.532, 0.042, 0.013, 0.042, 0.016, 0.040, 0.024, 0.080, 0.031, 0.021, -0.005, 0.001, 0.003, 0.024, 0.000, 0.000, -0.001, -0.002, 0.000, -0.002, 0.008, 0.031, 0.096, 0.006, 0.008, 0.001, 0.032, 0.001, 0.001]}



{"formula": "C53H40CsN11O", "method": "ωB97M-V/def2-TZVPD", "total_charge": -2, "gap_ev": 5.3, "elements": ["Cs", "O", "C", "N", "C", "C", "C", "C", "C", "C", "N", "C", "C", "C", "C", "C", "N", "H", "H", "H", "H", "H", "H", "H", "H", "H", "H", "C", "C", "C", "C", "C", "N", "C", "C", "C", "C", "C", "C", "C", "N", "C", "C", "C", "N", "C", "C", "N", "C", "C", "C", "N", "H", "H", "H", "H", "H", "H", "H", "H", "H", "H", "H", "H", "H", "H", "H", "H", "H", "H", "C", "C", "N", "C", "C", "C", "C", "C", "C", "C", "C", "C", "N", "C", "H", "H", "H", "H", "H", "H", "H", "H", "N", "C", "C", "C", "C", "C", "C", "C", "C", "C", "H", "H", "H", "H"], "xyz": [[1.402, 0.764, 1.008], [1.261, 1.879, 6.632], [1.219, 1.825, 5.371], [2.015, 1.216, 4.529], [3.059, 0.429, 5.145], [3.451, -0.689, 4.208], [4.746, -0.799, 3.703], [5.044, -1.788, 2.780], [4.042, -2.657, 2.383], [2.790, -2.497, 2.955], [2.494, -1.549, 3.843], [0.088, 2.610, 4.711], [-0.388, 3.760, 5.335], [-1.449, 4.444, 4.769], [-2.018, 3.957, 3.600], [-1.481, 2.808, 3.040], [-0.450, 2.145, 3.580], [2.759, 0.022, 6.119], [3.956, 1.037, 5.330], [5.498, -0.085, 4.016], [6.039, -1.864, 2.358], [4.217, -3.422, 1.639], [1.971, -3.155, 2.673], [0.081, 4.078, 6.257], [-1.830, 5.349, 5.231], [-2.852, 4.453, 3.121], [-1.879, 2.422, 2.107], [-7.016, 2.925, -3.916], [-5.616, 2.817, -3.362], [-4.539, 3.503, -3.921], [-3.267, 3.420, -3.384], [-2.961, 2.655, -2.226], [-1.757, 2.653, -1.630], [-0.621, 2.658, -2.363], [-0.450, 1.907, -3.557], [0.778, 1.760, -4.169], [1.934, 2.363, -3.669], [3.288, 2.144, -4.296], [1.777, 3.163, -2.549], [0.548, 3.323, -1.925], [0.468, 4.210, -0.799], [0.064, 5.495, -0.818], [0.149, 5.969, 0.471], [0.618, 4.868, 1.216], [0.801, 3.809, 0.441], [-4.061, 1.896, -1.730], [-5.334, 2.010, -2.266], [-3.868, 0.876, -0.744], [-4.298, -0.407, -0.869], [-3.886, -1.085, 0.251], [-3.199, -0.112, 1.009], [-3.195, 1.064, 0.405], [-7.033, 3.573, -4.795], [-7.715, 3.344, -3.185], [-7.414, 1.950, -4.218], [-4.704, 4.121, -4.800], [-2.451, 3.969, -3.840], [-1.319, 1.390, -3.949], [0.857, 1.124, -5.048], [3.234, 1.364, -5.058], [4.017, 1.823, -3.550], [3.672, 3.050, -4.778], [2.636, 3.676, -2.124], [-0.244, 5.963, -1.738], [-0.099, 6.956, 0.824], [0.800, 4.789, 2.278], [-6.135, 1.436, -1.807], [-4.823, -0.736, -1.750], [-4.031, -2.129, 0.474], [-2.690, -0.233, 1.954], [-1.115, -3.883, -1.685], [-0.781, -2.647, -1.102], [-0.779, -2.446, 0.196], [-1.091, -3.471, 1.008], [-1.431, -4.744, 0.531], [-1.445, -4.927, -0.863], [-1.699, -5.810, 1.462], [-1.568, -5.615, 2.789], [-1.192, -4.328, 3.315], [-0.978, -4.091, 4.687], [-0.631, -2.839, 5.113], [-0.539, -1.804, 4.162], [-0.728, -2.003, 2.876], [-1.013, -3.246, 2.444], [-1.094, -3.999, -2.761], [-0.499, -1.802, -1.723], [-1.699, -5.900, -1.271], [-1.988, -6.779, 1.070], [-1.741, -6.428, 3.486], [-1.075, -4.914, 5.388], [-0.425, -2.632, 6.155], [-0.296, -0.790, 4.464], [5.121, -6.188, -6.817], [4.819, -5.413, -6.020], [4.451, -4.441, -5.021], [4.173, -4.841, -3.711], [3.813, -3.911, -2.758], [3.711, -2.539, -3.067], [3.992, -2.159, -4.394], [4.355, -3.087, -5.349], [3.336, -1.586, -2.086], [3.008, -0.748, -1.236], [4.246, -5.891, -3.454], [3.597, -4.221, -1.745], [3.914, -1.111, -4.651], [4.570, -2.774, -6.363]], "mulliken_charge": [1.016, -0.857, -0.188, -0.185, -0.829, 0.531, -0.760, -0.355, -0.671, -0.009, 0.128, 0.549, -0.429, -0.523, -0.587, -0.708, 0.153, 0.286, 0.201, 0.317, 0.386, 0.379, 0.210, 0.489, 0.358, 0.505, 0.742, -1.408, 0.698, -1.095, -0.334, 0.504, -0.492, 0.550, -0.258, -1.013, 0.842, -1.573, -0.071, -0.809, 0.696, -0.295, -0.973, -0.477, -0.178, -0.144, -0.324, 0.506, -0.376, -1.003, -0.109, -0.541, 0.338, 0.308, 0.289, 0.244, 0.388, 0.449, 0.255, 0.271, 0.359, 0.356, 0.363, 0.408, 0.380, 0.463, 0.428, 0.477, 0.464, 0.398, -0.804, -0.591, -0.011, 0.468, 0.961, -0.683, -0.976, -0.946, 1.062, -0.941, -0.643, -0.102, -0.044, 0.082, 0.466, 0.641, 0.379, 0.371, 0.357, 0.361, 0.498, 0.070, -0.597, 0.059, 0.588, -0.532, -0.519, 0.328, -0.524, -0.415, -2.269, 1.007, 0.406, 0.484, 0.480, 0.417]}



{"formula": "C31H34Li2O15S", "method": "ωB97M-V/def2-TZVPD", "de_lowest_ev": 2.029, "gap_ev": 5.7, "elements": ["Li", "Li", "S", "O", "O", "O", "O", "C", "O", "H", "H", "H", "H", "C", "C", "C", "C", "C", "C", "O", "O", "H", "H", "H", "H", "H", "H", "C", "C", "C", "C", "C", "C", "O", "O", "H", "H", "H", "H", "H", "H", "C", "C", "C", "C", "C", "C", "O", "O", "H", "H", "H", "H", "H", "H", "C", "C", "C", "C", "C", "C", "O", "O", "H", "H", "H", "H", "H", "H", "C", "C", "C", "C", "C", "C", "O", "O", "H", "H", "H", "H", "H", "H"], "xyz": [[-2.974, 0.971, -0.515], [1.890, 1.056, 3.060], [0.136, 0.605, 0.515], [-1.345, 0.627, 0.428], [0.524, 1.308, 1.700], [0.479, -0.807, 0.554], [0.726, 1.239, -0.635], [1.624, -2.259, 3.600], [1.679, -1.043, 2.842], [1.641, -1.855, 4.584], [2.436, -2.917, 3.333], [0.738, -2.857, 3.554], [1.422, -1.181, 2.077], [-0.437, 0.086, -5.177], [-0.456, 0.661, -3.957], [-0.395, 2.092, -3.830], [-0.213, 2.812, -4.981], [-0.242, 2.341, -6.278], [-0.281, 0.878, -6.354], [-0.419, 0.355, -7.629], [-0.078, 2.635, -2.639], [-0.586, -0.929, -5.386], [-0.727, -0.042, -3.236], [-0.123, 3.937, -4.745], [-0.209, 2.998, -7.099], [-0.205, -0.597, -7.875], [0.090, 2.031, -2.019], [2.911, -0.575, -2.800], [3.464, -1.387, -3.735], [4.923, -1.378, -3.850], [5.625, -0.444, -3.207], [4.985, 0.449, -2.335], [3.615, 0.511, -2.194], [3.183, 1.461, -1.310], [5.487, -2.228, -4.712], [1.947, -0.543, -2.866], [2.703, -2.216, -4.020], [6.705, -0.344, -3.226], [5.610, 1.221, -1.942], [2.176, 1.653, -1.380], [4.873, -2.294, -5.432], [-5.769, -0.843, 3.664], [-4.924, -1.210, 2.584], [-3.644, -0.617, 2.563], [-3.331, 0.409, 3.463], [-4.252, 0.843, 4.426], [-5.509, 0.163, 4.446], [-6.384, 0.513, 5.446], [-2.684, -1.023, 1.695], [-6.761, -1.402, 3.797], [-5.237, -1.977, 1.836], [-2.437, 0.690, 3.479], [-4.107, 1.525, 5.347], [-7.047, -0.140, 5.757], [-2.317, -0.127, 1.261], [1.977, -6.231, -0.279], [1.003, -5.399, 0.118], [1.120, -4.016, -0.064], [2.381, -3.499, -0.434], [3.262, -4.262, -0.848], [3.160, -5.659, -0.863], [4.164, -6.444, -1.339], [0.088, -3.170, 0.369], [1.798, -7.336, -0.057], [0.129, -5.738, 0.554], [2.513, -2.363, -0.426], [4.305, -3.769, -1.169], [4.444, -6.232, -2.278], [0.426, -2.215, 0.181], [-2.617, 5.141, 4.550], [-1.728, 4.097, 4.644], [-1.312, 3.512, 3.482], [-1.577, 3.860, 2.270], [-2.497, 4.871, 2.022], [-3.097, 5.506, 3.205], [-3.910, 6.505, 2.896], [-0.384, 2.463, 3.736], [-3.070, 5.645, 5.128], [-1.374, 3.685, 5.711], [-1.214, 3.284, 1.369], [-2.884, 5.251, 1.018], [-3.772, 7.460, 3.013], [0.165, 2.215, 2.841]], "mulliken_charge": [0.786, 0.799, 0.348, -0.861, -0.491, -0.689, -0.778, -0.757, -0.323, 0.334, 0.277, 0.284, 0.329, -0.609, -0.380, 0.119, -0.198, -0.852, 0.660, -0.571, -0.489, 0.422, 0.609, 0.233, 0.480, 0.327, 0.429, -0.731, -0.218, 0.552, -0.586, -0.623, 0.260, -0.575, -0.570, 0.864, 0.192, 0.381, 0.407, 0.452, 0.321, -0.480, -0.791, -0.191, -0.578, -0.257, 0.804, -0.576, -0.285, 0.155, 0.344, 1.210, 0.295, 0.315, 0.415, -0.327, -0.667, 0.083, -0.156, 0.062, 0.070, -0.610, -0.655, 0.292, 0.514, 0.284, 0.188, 0.326, 0.579, -1.073, -0.533, 0.504, 0.124, -0.678, 0.339, -0.532, -0.638, 0.878, 0.218, 0.167, 0.322, 0.329, 0.650]}



{"formula": "C3H6N2O", "method": "ωB97M-V/def2-TZVPD", "de_lowest_ev": 0.267, "gap_ev": 10.5, "elements": ["O", "C", "N", "C", "C", "N", "H", "H", "H", "H", "H", "H"], "xyz": [[-0.405, 0.921, -2.417], [-0.302, 0.503, -1.285], [0.028, -0.788, -0.924], [0.472, -0.863, 0.455], [-0.360, 0.272, 1.056], [-0.521, 1.216, -0.069], [0.410, -1.382, -1.641], [1.553, -0.664, 0.558], [0.245, -1.831, 0.904], [-1.354, -0.076, 1.352], [0.109, 0.726, 1.941], [0.123, 1.966, 0.071]], "mulliken_charge": [-0.595, 0.351, -0.207, -0.392, -0.465, -0.341, 0.231, 0.254, 0.305, 0.239, 0.341, 0.278]}



| no. | maximum force (eV/A) |
| --- | --- |
| 1 | 0.7 |
| 2 | 0.8 |
| 3 | 7.9 |
| 4 | 0.6 |
| 5 | 12.9 |
| 6 | 1.0 |